# 1
The following is a DFT calculation (the ωB97M-V functional and the def2-TZVPD basis) of a structure of composition H4O2Si in a non-equilibrium geometry.

XYZ file:
```
7
Properties=species:S:1:pos:R:3
O -0.68938 -1.73429 0.45788
O 0.01630 -0.20373 1.00229
Si 0.01175 0.93459 -0.16615
H 0.14177 -2.18495 0.45802
H -1.15153 1.09835 -0.97253
H 0.77991 0.29722 -1.23417
H 0.89118 1.79282 0.45466
```

Summary:
Relative energy (zero: lowest compared OMol25 entry of this formula, charge and spin): 136.6 kcal per mole
Max |F|: 4.99 eV/Å
LUMO: -1.42 eV
Multiplicity: 1
HOMO: -10.80 eV

Atomic partial charges in e from the Mulliken method, atoms 1 to 4: O -0.329; O -0.263; Si 0.599; H 0.348


# 2
The following is a DFT calculation (the ωB97M-V functional and the def2-TZVPD basis) of the molecule C19H17BrN4O4S in a non-equilibrium geometry.

XYZ file:
```
46
Properties=species:S:1:pos:R:3
O -0.68060 -2.55639 -0.07796
C -0.25336 -1.51393 0.37930
C -0.94157 -0.20223 0.04845
S -2.34128 -0.67164 -1.02540
C -2.88967 0.93398 -1.31306
N -2.37286 2.04242 -0.86226
N -3.12601 3.04103 -1.34875
C -4.06577 2.51289 -2.07144
C -5.10593 3.20582 -2.79082
C -5.15841 4.59997 -2.74319
C -6.14634 5.27703 -3.42740
C -7.08025 4.55673 -4.15815
Br -8.44231 5.48864 -5.10212
C -7.04220 3.17247 -4.21528
C -6.05239 2.49657 -3.52977
O -3.96896 1.15207 -2.08898
N 0.80856 -1.45699 1.20695
C 1.55649 -2.66594 1.48965
C 2.95986 -2.56518 0.87627
N 3.61812 -1.37855 1.37022
C 4.62608 -1.29892 2.28193
O 4.90869 -0.23688 2.81682
C 5.42957 -2.48809 2.60786
C 6.36337 -2.55687 3.61342
C 6.93699 -3.84243 3.54092
C 6.32321 -4.46470 2.49642
O 5.41329 -3.66166 1.92780
C 2.86842 -0.17339 1.07994
C 1.46515 -0.26442 1.69375
H -0.30628 0.48568 -0.50838
H -1.33841 0.30034 0.92995
H -4.41750 5.12939 -2.16631
H -6.19593 6.35448 -3.39762
H -7.77867 2.63194 -4.78961
H -6.00814 1.41883 -3.56356
H 1.01014 -3.50785 1.06256
H 1.63444 -2.78929 2.57513
H 3.53086 -3.45741 1.11344
H 2.86950 -2.48499 -0.21322
H 6.59244 -1.77231 4.30397
H 7.70023 -4.24630 4.17310
H 6.44155 -5.44291 2.07306
H 2.79183 -0.06037 -0.00654
H 3.41351 0.67163 1.50320
H 1.55981 -0.33918 2.78317
H 0.89071 0.62690 1.45258
```

Summary:
Max |F|: 1.78 eV/Å
LUMO: 0.20 eV
Multiplicity: 1
HOMO: -8.40 eV

Atomic partial charges in e from the Mulliken method, atoms 1 to 4: O -0.686; C 0.743; C -0.751; S -0.255


# 3
The following is a DFT calculation (the ωB97M-V functional and the def2-TZVPD basis) of the molecule C4H3N3S in a non-equilibrium geometry.

XYZ file:
```
11
Properties=species:S:1:pos:R:3
H 2.27310 1.96605 -0.22910
N 1.23728 1.99544 -0.16746
C 0.71397 0.80709 0.00709
C -0.73514 0.55495 0.22676
C -1.91711 0.25384 0.11331
C -3.25497 -0.09702 -0.12575
N -4.38898 -0.44852 -0.20257
N 1.48557 -0.33942 -0.13285
S 0.72832 -1.92670 -0.14330
H 2.54399 -0.32439 -0.53224
H 1.31398 -2.44131 1.18611
```

Summary:
Relative energy (zero: lowest compared OMol25 entry of this formula, charge and spin): 84.1 kcal per mole
Max |F|: 4.30 eV/Å
LUMO: -0.57 eV
Multiplicity: 1
HOMO: -9.69 eV

Atomic partial charges in e from the Mulliken method, atoms 1 to 4: H 0.218; N -0.647; C 0.334; C 0.627


# 4
The following is a DFT calculation (the ωB97M-V functional and the def2-TZVPD basis) of a structure of composition C15H4Cl5I2NO2Sc.

XYZ file:
```
30
Properties=species:S:1:pos:R:3
Sc 0.89716 1.00967 -0.35909
I 2.87078 -3.69441 0.04124
C 1.94368 -2.52946 1.48127
C 1.73433 -3.04816 2.78168
C 1.11762 -2.31446 3.75437
I 0.85121 -3.16170 5.63769
C 0.66443 -0.99479 3.47216
C -0.00508 -0.14583 4.37591
C -0.41426 1.10335 3.98586
C -0.15531 1.52523 2.67989
N 0.47940 0.76804 1.79951
C 0.88899 -0.49232 2.17776
C 1.53664 -1.26008 1.17595
O 1.68500 -0.67395 -0.02732
H 2.07209 -4.05204 2.99756
H -0.19774 -0.49244 5.38281
H -0.93498 1.76141 4.66521
H -0.48017 2.50483 2.34868
Cl -1.72861 1.45156 -7.06455
C -1.44337 1.29992 -5.38452
C -0.19388 1.62770 -4.86388
Cl 1.07554 2.18088 -5.87102
C 0.00596 1.49913 -3.49833
Cl 1.56700 1.89770 -2.78991
C -0.98389 1.05692 -2.62890
O -0.72711 0.96003 -1.32157
C -2.23018 0.73007 -3.16045
Cl -3.44915 0.18292 -2.08946
C -2.45695 0.85176 -4.52996
Cl -3.98917 0.44851 -5.16859
```

Summary:
Relative energy (zero: lowest compared OMol25 entry of this formula, charge and spin): 0.1 kcal per mole
Max |F|: 0.14 eV/Å
LUMO: -4.37 eV
Net charge: +1
Multiplicity: 1
HOMO: -11.36 eV

Atomic partial charges in e from the Mulliken method, atoms 1 to 4: Sc 1.255; I 0.151; C -0.600; C -0.332